# 1
DFT (ωB97M-V/def2-TZVPD) results for C6H12S in the gas phase in a non-equilibrium geometry.

Gap between HOMO and LUMO   7.260 eV
Total charge   0
Energy above the lowest of the compared OMol25 structures with the same formula, charge and spin   6.4736 eV
SMILES   CC=[S@@H]1=CCCC1

Each line ends with the Mulliken charge.
Atoms and positions in Å:
C1 -0.0670 3.0817 0.0336  -1.034
C2 0.8508 1.8625 -0.0556  -0.359
S1 0.0001 0.3754 0.3805  0.428
C3 1.1670 -0.8256 0.9150  -0.762
C4 0.6035 -2.1729 0.7329  -0.460
C5 -0.2077 -2.2078 -0.6521  -0.604
C6 -0.9239 -0.9194 -0.7715  -0.750
H1 -0.7916 3.2784 -0.7344  0.270
H2 -0.6351 2.9052 0.9264  0.311
H3 0.5474 4.0324 0.1967  0.296
H4 1.9279 1.9369 0.2002  0.344
H5 -1.3322 0.9312 0.7265  0.008
H6 1.5928 -0.5943 1.8516  0.363
H7 1.5447 -2.8466 0.8180  0.264
H8 -0.0391 -2.4698 1.5034  0.279
H9 0.4234 -2.4871 -1.4731  0.347
H10 -1.0452 -2.8901 -0.5972  0.273
H11 -0.9988 -0.7034 -1.7926  0.368
H12 -1.8577 -0.6876 -0.2319  0.418

Force components x, y, z for each atom (eV/Å):
C 1.8 0.6 0.9
C -1.8 -1.3 0.5
S 3.0 1.3 -1.7
C -2.3 1.6 -1.1
C 1.8 -1.3 -1.8
C 0.2 -0.7 2.7
C 0.8 2.0 1.8
H 0.0 -0.1 -0.8
H -0.7 0.5 0.8
H -0.8 -1.3 -0.2
H -1.0 -0.6 -0.4
H 1.0 -0.2 0.1
H 0.5 0.4 1.0
H -1.7 0.5 -0.6
H -1.1 -0.7 1.3
H 0.2 0.3 -0.5
H 0.2 -1.0 0.1
H -0.2 1.3 -1.4
H -0.1 -1.2 -0.5

# 2
DFT (ωB97M-V/def2-TZVPD) results for 2 unconnected molecules or ions with the total composition C6H12SSi in a non-equilibrium geometry.

Gap between HOMO and LUMO (alpha / beta)   7.157 / 6.353 eV
Total charge   0
Energy above the lowest of the compared OMol25 structures with the same formula, charge and spin   5.0381 eV

Each line ends with the Mulliken charge.
Atoms and positions in Å:
C1 -1.0118 -1.7885 -1.5749  -1.025
C2 3.6051 0.9005 -0.6340  -0.700
C3 -0.3446 -0.7023 -1.2304  -0.039
C4 2.4158 0.3131 -0.4617  -0.015
C5 -0.5597 -1.0567 1.3406  -1.068
C6 -0.1515 -0.3240 0.0699  0.142
Si1 -1.9972 2.0826 -0.3480  0.502
S1 1.0390 1.0151 0.3565  -0.074
H1 -1.2525 -1.9469 -2.5641  0.363
H2 -1.6655 -2.2827 -0.8203  0.181
H3 4.4352 0.3351 -1.1594  0.212
H4 3.9981 1.8096 -0.1451  0.251
H5 0.0591 -0.0604 -2.0794  0.413
H6 1.9914 -0.6651 -0.8230  0.306
H7 -1.1307 -0.5048 2.0451  0.321
H8 -1.2803 -1.8140 1.1419  0.340
H9 0.3074 -1.5518 2.0292  0.225
H10 -3.2095 2.3556 -1.0843  -0.133
H11 -2.3840 1.9542 1.0099  -0.120
H12 -0.9001 2.8111 -0.8724  -0.084

Force components x, y, z for each atom (eV/Å):
C -2.1 -1.2 1.7
C 1.5 -1.4 -0.2
C 0.9 1.0 -2.2
C -0.5 -0.3 -0.3
C 1.8 -1.2 0.6
C 0.9 2.1 3.1
Si -0.4 -1.3 -0.7
S -0.5 -0.2 0.5
H -0.3 -0.7 -2.0
H 0.9 0.0 -0.7
H -1.3 0.6 0.5
H -0.9 -0.4 -0.3
H -0.3 -0.7 1.4
H 1.7 0.9 -0.1
H -0.1 1.4 0.5
H -0.3 -1.1 -0.5
H -1.6 1.2 -2.1
H -0.5 0.1 -0.5
H 0.1 0.3 1.3
H 0.8 0.8 0.0

# 3
DFT (ωB97M-V/def2-TZVPD) results for a molecular structure, C6H13AlBF3LiNNaO13V in a non-equilibrium geometry.

Gap between HOMO and LUMO   1.941 eV
Total charge   0
Energy above the lowest of the compared OMol25 structures with the same formula, charge and spin   0.0000 eV

Each line ends with the Mulliken charge.
Atoms and positions in Å:
O1 -5.1018 3.0242 -0.9921  -0.630
C1 -5.2385 2.4052 -2.0406  -0.202
C2 -4.7260 1.1132 -2.2844  -0.749
Al1 -3.2225 1.6501 -3.5767  0.191
H1 -5.7296 2.8850 -2.9045  0.557
H2 -5.4298 0.4751 -2.7984  0.376
H3 -4.3473 0.6495 -1.3881  0.366
H4 -3.2098 3.2959 -3.7045  -0.299
H5 -1.8437 1.1587 -2.9857  -0.013
H6 -3.5458 1.0166 -5.1571  0.207
Li1 -4.4097 4.8229 -1.9759  0.858
F1 -2.5166 -0.2330 -5.0529  -0.431
O2 -5.6269 3.2957 2.5264  -0.848
V1 -6.1920 4.5983 1.6835  1.518
O3 -6.5803 5.8616 0.6364  -0.980
O4 0.6289 0.1610 -2.3755  -0.261
H7 1.3040 -0.5500 -2.3314  0.412
H8 1.0131 1.0049 -2.6410  0.381
H9 0.0979 0.2593 -1.4727  0.619
B1 2.7900 -1.7569 2.1923  0.732
O5 1.3725 -1.5467 1.7643  -0.524
C3 1.3620 -1.4046 0.4527  0.614
O6 0.4020 -1.2359 -0.2263  -0.699
C4 2.8029 -1.4834 -0.0635  0.466
O7 3.0523 -1.3364 -1.2304  -0.679
O8 3.6168 -1.7107 0.9363  -0.392
F2 2.8804 -3.0169 2.8080  -0.376
F3 3.1659 -0.7810 3.0621  -0.262
Na1 0.5021 -2.5337 3.5672  1.032
C5 6.7559 -4.1010 2.4707  -0.614
N1 6.4040 -4.3363 3.8991  0.888
O9 7.2697 -4.1777 4.7306  -0.538
O10 5.2637 -4.6684 4.1251  -0.505
H10 7.7970 -3.8105 2.4187  0.318
H11 6.5790 -5.0281 1.9363  0.272
H12 6.1072 -3.3118 2.1027  0.183
C6 -0.7161 1.4402 0.8752  0.657
O11 -0.6459 1.2873 -0.3922  -0.827
O12 -0.6791 2.7994 1.2552  -0.496
O13 -0.7910 0.6165 1.7711  -0.618
H13 -0.6148 3.2023 0.3800  0.295

Force components x, y, z for each atom (eV/Å):
O 0.5 1.9 0.4
C -0.4 -0.5 -0.4
C -0.4 -0.5 -0.3
Al 1.8 -0.6 1.5
H -0.4 0.1 -0.1
H -0.1 -0.1 -0.4
H 0.4 -0.2 0.2
H -0.4 0.2 -0.2
H -0.1 0.3 0.0
H 1.0 -2.0 -0.8
Li -0.3 -0.7 0.6
F -1.9 2.3 0.0
O 0.0 0.4 -0.5
V -0.4 -0.4 0.5
O 0.6 -0.2 -0.5
O -0.3 -0.4 -0.1
H 0.1 0.1 0.5
H 0.0 0.2 0.1
H -0.3 0.8 0.5
B 0.9 -0.1 0.2
O 0.3 -0.4 0.1
C -0.2 0.2 0.2
O -0.3 -0.5 -0.3
C -0.1 0.1 0.0
O 0.2 0.1 -0.4
O -0.6 -0.1 -0.1
F -0.5 0.0 0.0
F 0.0 0.2 0.3
Na 0.1 0.3 -0.2
C 0.1 0.1 0.0
N 0.1 0.1 -0.2
O 0.1 0.0 0.1
O -0.2 -0.1 0.1
H 0.0 0.0 0.1
H -0.1 0.0 0.0
H -0.1 -0.1 0.0
C 0.2 0.2 0.4
O 0.4 -0.2 -0.6
O -0.1 -0.7 -0.6
O 0.0 0.0 -0.1
H 0.0 0.4 0.2

# 4
DFT (ωB97M-V/def2-TZVPD) results for a molecular structure, C6H13B2BeCl6NO6 in a non-equilibrium geometry.

Gap between HOMO and LUMO   3.963 eV
Total charge   0

Each line ends with the Mulliken charge.
Atoms and positions in Å:
N1 -2.2723 -3.5319 5.8878  -0.226
C1 -2.2313 -3.9212 4.7405  0.379
C2 -1.3383 -3.6918 3.5941  -0.540
B1 0.1155 -3.1293 3.9910  0.439
O1 0.2934 -1.8801 4.3436  -0.426
B2 0.4727 -0.8671 3.3523  0.565
O2 1.1581 0.2694 3.7022  -0.560
O3 -0.0124 -1.1048 2.0632  -0.353
H1 -3.0342 -3.8358 6.5021  0.296
H2 -3.1985 -4.7569 4.3619  0.091
H3 -1.8354 -3.0148 2.8727  0.377
H4 -1.2509 -4.6709 3.0892  0.449
H5 1.0611 -3.8690 3.9088  -0.188
H6 1.9904 0.1174 4.1668  0.167
H7 0.6508 -1.5346 1.5032  0.231
Cl1 -2.0038 -0.7949 4.5665  -0.491
Be1 2.9861 -2.3541 4.8783  0.083
C3 0.1991 -1.0268 -1.9315  0.378
Cl2 -1.1458 -2.0394 -1.4073  -0.092
Cl3 -0.1777 0.6673 -1.6363  -0.067
Cl4 1.6570 -1.4677 -1.0120  -0.142
Cl5 0.5060 -1.2837 -3.6499  -0.108
C4 1.5006 2.6495 -3.7832  -0.414
O4 1.1539 3.1413 -5.0836  -0.308
C5 0.9500 4.4586 -5.1340  0.778
O5 1.0342 5.2217 -4.2043  -0.541
O6 0.6359 4.7877 -6.3885  -0.317
C6 0.3880 6.1845 -6.5853  -0.627
H8 1.6296 1.5769 -3.8943  0.134
H9 2.4296 3.1025 -3.4395  0.314
H10 0.7037 2.8599 -3.0737  0.176
H11 1.2732 6.7689 -6.3399  0.294
H12 -0.4511 6.5143 -5.9750  0.294
H13 0.1489 6.2929 -7.6392  0.214
Cl6 -3.9858 -5.8381 3.6534  -0.261

Force components x, y, z for each atom (eV/Å):
N -1.4 -1.6 -1.1
C 3.1 2.9 1.2
C -1.2 -1.5 -0.9
B -0.1 -0.6 0.2
O 2.0 0.3 -0.9
B -0.6 0.6 0.7
O 0.1 -0.5 -0.7
O 0.5 -0.4 0.5
H 0.3 0.7 0.3
H -1.8 -2.2 -1.3
H 0.2 0.1 0.4
H 0.1 0.3 0.1
H -0.3 -0.2 0.0
H -0.4 0.1 0.3
H -0.2 0.4 -0.1
Cl -1.3 0.4 0.3
Be 0.3 0.0 0.1
C 0.0 0.0 0.1
Cl 0.0 0.0 0.0
Cl -0.1 -0.1 0.1
Cl 0.0 0.0 0.0
Cl 0.0 0.0 0.0
C 0.1 0.0 0.0
O 0.0 0.1 0.0
C 0.0 0.1 0.1
O 0.0 -0.1 -0.2
O 0.0 0.0 0.1
C 0.0 0.0 -0.1
H 0.0 0.0 -0.1
H 0.0 0.0 0.0
H 0.1 0.1 0.0
H 0.0 0.0 0.0
H 0.0 0.0 0.0
H 0.0 0.0 0.0
Cl 0.7 1.2 0.9

# 5
DFT (ωB97M-V/def2-TZVPD) results for 2 unconnected molecules or ions with the total composition C6H13ClFN4O3P in a non-equilibrium geometry.

Gap between HOMO and LUMO   4.749 eV
Total charge   0

Each line ends with the Mulliken charge.
Atoms and positions in Å:
C1 2.4626 -1.1744 -0.3534  -0.655
C2 2.4074 -0.3432 1.0584  -0.505
C3 1.4356 1.0174 0.9899  -0.482
Cl1 0.9219 1.5954 2.7171  -0.087
N1 0.2101 0.7972 0.0751  0.222
C4 -0.6572 -0.1593 0.5231  0.161
N2 -0.6664 -1.0915 1.7126  -0.305
C5 -1.8419 -2.0495 1.8059  -0.010
N3 -2.5924 -1.6093 0.5557  -0.453
N4 -1.9443 -0.5540 -0.1282  0.489
C6 -2.7300 -0.1204 -1.3229  -0.707
P1 0.1005 1.7870 -1.3908  0.923
O1 1.3651 2.7096 -1.6926  -0.628
O2 -0.1031 0.8456 -2.8848  -0.498
O3 -1.2329 2.9380 -1.1537  -0.557
H1 1.4866 -1.8615 -0.3850  0.116
H2 2.4634 -0.5130 -1.3192  0.070
H3 3.3670 -1.9300 -0.2818  0.338
H4 3.5112 0.0738 1.2398  0.456
H5 2.1048 -0.9771 1.9974  0.268
H6 2.1487 1.8645 0.6139  0.417
H7 -2.0805 -2.8686 2.6084  0.364
H8 -3.4794 -2.1085 0.3251  0.272
H9 -2.2072 -0.5717 -2.2945  0.293
H10 -3.7905 -0.6686 -1.2814  0.283
H11 -2.9717 1.0202 -1.4081  0.290
H12 0.4118 -0.0201 -2.7503  0.380
H13 -1.6087 2.7798 -0.2164  0.392
F1 3.5095 1.1923 2.6406  -0.847

Force components x, y, z for each atom (eV/Å):
C -1.5 -1.1 1.0
C 0.8 0.4 -0.6
C 3.4 -0.2 1.3
Cl -0.4 -0.7 -2.4
N -0.8 -0.6 0.4
C -5.5 -5.0 1.4
N -1.8 -1.1 -0.7
C 2.9 7.0 -6.0
N 2.4 -2.0 4.7
N 0.5 -0.2 1.2
C -1.2 -0.9 -2.0
P 3.7 5.3 -3.1
O -4.8 -4.2 1.8
O 0.2 -0.3 4.1
O 1.4 -3.9 1.4
H 1.9 1.2 -0.3
H 0.4 -1.1 1.9
H -1.8 1.8 -0.4
H -2.7 -0.5 0.2
H 0.6 1.1 -2.1
H -1.9 -1.5 0.4
H 0.5 1.9 -1.9
H 1.1 1.4 -0.6
H -1.1 1.5 2.1
H 2.4 1.3 0.1
H 1.0 -2.2 0.3
H -0.8 1.7 -0.2
H 0.9 0.4 -1.9
F 0.6 0.3 0.0

Number 1: molecular weight 116.23 g mol⁻¹, E -17245.1276 eV. Number 2: molecular weight 144.32 g mol⁻¹, E -25123.4693 eV. Number 3: molecular weight 482.83 g mol⁻¹, E -80269.5828 eV. Number 4: molecular weight 438.52 g mol⁻¹, E -97093.4660 eV. Number 5: molecular weight 274.62 g mol⁻¹, E -43055.5000 eV.